(1)
Below is a 5-piece molecular cluster, C42H84NO9PS2 overall, with properties calculated with wB97M-V/def2-TZVPD.

## Properties
**Kohn-Sham gap**: 2.37 eV
**Charge**: -2
**Strongest force on any atom**: 2.66 eV/A
**LUMO energy**: 3.069 eV

Geometry (Å):
C (-2.67456, -2.86437, -4.94153)
C (-1.95223, -4.23832, -5.05760)
C (-2.07418, -5.12829, -3.79446)
C (-0.78815, -5.26412, -2.94957)
N (-0.97757, -5.03497, -1.49712)
C (0.37496, -5.17184, -0.86493)
C (0.44899, -5.07717, 0.66795)
C (1.93368, -4.91048, 1.08310)
C (2.13765, -4.45798, 2.53746)
P (1.92934, -2.61583, 2.94520)
C (1.97208, -2.92243, 4.89861)
O (2.59592, -2.12157, 5.64820)
O (1.35334, -3.94926, 5.34141)
O (1.88198, -0.86423, 3.25633)
C (0.70621, -0.35096, 2.75767)
C (-0.42342, -1.42234, 2.91285)
C (-1.29206, -1.07015, 4.14694)
C (-2.44750, -0.08682, 3.81330)
C (-2.35576, 1.25664, 4.56682)
C (-1.47279, 2.27096, 3.77461)
C (-1.99338, 3.72568, 3.75257)
C (-1.92275, 4.42692, 2.37651)
C (-0.78291, 3.92765, 1.49694)
C (-0.56380, 4.72302, 0.20124)
C (0.91685, 4.63224, -0.23013)
C (1.40691, 3.19121, -0.46121)
O (2.78822, 3.05870, -0.17801)
C (3.08187, 2.35945, 1.02678)
O (0.16725, -2.66646, 3.05699)
C (-1.53119, -3.74936, -1.23852)
S (-2.81018, -3.61772, -0.25283)
S (-0.67858, -2.37977, -2.00951)
C (-0.44537, -1.11062, -0.73846)
C (-1.44983, 0.06390, -0.75097)
C (-2.89223, -0.24262, -1.16003)
H (-3.12238, -2.77968, -3.95319)
H (-1.92329, -2.07722, -4.99731)
H (-3.40324, -2.72963, -5.73729)
H (-0.90594, -4.09624, -5.32947)
H (-2.41154, -4.77449, -5.88706)
H (-2.30177, -6.13662, -4.14915)
H (-2.93302, -4.81720, -3.20145)
H (0.03704, -4.64232, -3.32474)
H (-0.44477, -6.29673, -3.02790)
H (0.80004, -6.12559, -1.18095)
H (1.01597, -4.37728, -1.27411)
H (0.07749, -6.01418, 1.09081)
H (-0.14528, -4.26767, 1.09055)
H (2.40537, -5.89824, 0.96069)
H (2.41823, -4.23474, 0.36975)
H (3.17413, -4.68317, 2.79877)
H (1.49852, -5.04514, 3.20405)
H (3.37733, -2.51429, 3.00956)
H (1.83582, -2.25978, 1.51914)
H (0.46624, 0.59232, 3.26169)
H (0.87031, -0.06465, 1.69234)
H (-1.11697, -1.42104, 2.04953)
H (-1.68055, -1.98455, 4.59506)
H (-0.63268, -0.61087, 4.88729)
H (-2.43712, 0.06183, 2.73024)
H (-3.40277, -0.56912, 4.03996)
H (-1.83640, 1.04624, 5.50039)
H (-3.35370, 1.66844, 4.72754)
H (-0.51010, 2.28187, 4.28356)
H (-1.34231, 1.84902, 2.78385)
H (-3.00262, 3.74464, 4.16950)
H (-1.39033, 4.31484, 4.44655)
H (-1.74458, 5.49279, 2.56839)
H (-2.89081, 4.38283, 1.87072)
H (0.15431, 3.82941, 2.04887)
H (-1.03817, 2.90966, 1.19304)
H (-1.23204, 4.39516, -0.59753)
H (-0.78474, 5.78098, 0.37556)
H (1.51203, 5.16568, 0.50935)
H (0.99262, 5.15643, -1.18690)
H (0.80110, 2.44467, 0.05076)
H (1.29967, 2.98857, -1.53340)
H (3.64702, 2.99109, 1.71923)
H (2.19557, 1.99785, 1.54803)
H (3.72315, 1.50797, 0.79242)
H (0.54021, -0.69700, -0.95703)
H (-0.34777, -1.60296, 0.22942)
H (-1.49772, 0.42205, 0.27891)
H (-1.08375, 0.89758, -1.35074)
H (-2.97255, -0.75337, -2.11805)
H (-3.42246, -0.76864, -0.37636)
H (-3.40946, 0.71941, -1.27321)
C (7.60797, -3.03158, 1.97954)
C (7.65486, -2.57411, 0.52531)
C (6.36602, -3.17408, -0.02358)
O (5.44192, -3.20750, 1.05242)
C (6.11634, -2.93863, 2.28614)
H (8.21463, -2.42449, 2.65156)
H (7.94706, -4.06915, 2.05622)
H (7.61165, -1.48292, 0.47677)
H (8.54294, -2.90437, -0.01710)
H (6.52760, -4.20148, -0.37845)
H (5.94275, -2.58882, -0.84341)
H (5.83598, -1.93656, 2.61973)
H (5.78983, -3.64947, 3.04293)
C (0.22127, 5.65132, 9.01066)
C (1.42800, 5.15487, 8.22014)
C (0.77645, 4.67551, 6.93139)
O (-0.37522, 5.50674, 6.73019)
C (-0.64078, 6.25795, 7.91107)
H (0.47066, 6.36621, 9.79491)
H (-0.29555, 4.80608, 9.47055)
H (2.10682, 5.98682, 8.01393)
H (1.99267, 4.37129, 8.72212)
H (0.44375, 3.63716, 7.01469)
H (1.43417, 4.75747, 6.06640)
H (-0.36956, 7.30498, 7.72599)
H (-1.70800, 6.21167, 8.13490)
C (0.33245, 7.10515, -5.44966)
C (-0.38892, 5.76246, -5.38319)
C (-0.37767, 5.48055, -3.88733)
O (-0.41778, 6.75460, -3.23679)
C (-0.17431, 7.78917, -4.18717)
H (0.12060, 7.67539, -6.35380)
H (1.41237, 6.95230, -5.38745)
H (-1.41646, 5.87216, -5.73889)
H (0.08975, 4.97566, -5.96415)
H (0.54217, 4.96835, -3.58664)
H (-1.22809, 4.88134, -3.56169)
H (-1.11671, 8.31770, -4.37458)
H (0.54263, 8.49830, -3.77068)
C (-4.63565, -3.75065, -10.01098)
C (-5.49949, -4.67405, -9.15796)
C (-4.49817, -5.15893, -8.11835)
O (-3.56029, -4.09801, -7.93456)
C (-3.73125, -3.12026, -8.96043)
H (-5.20395, -3.01334, -10.57698)
H (-4.04236, -4.33872, -10.71565)
H (-6.29483, -4.10098, -8.67573)
H (-5.95823, -5.48960, -9.71590)
H (-3.95589, -6.04370, -8.47052)
H (-4.96206, -5.39694, -7.16042)
H (-4.19616, -2.23221, -8.51786)
H (-2.75406, -2.83825, -9.35393)


(2)
Below is C4H5FO2 as an isolated structure, with properties calculated with wB97M-V/def2-TZVPD.

## Properties
**Kohn-Sham gap**: 11.45 eV
**Strongest force on any atom**: 4.73 eV/A
**LUMO energy**: 0.752 eV
**ΔE to the lowest compared entry with this formula, charge and spin**: 2.158 eV

Geometry (Å):
C (-1.28355, -0.42855, 0.29642)
C (-0.10583, 0.35615, 0.04418)
C (1.17876, -0.38224, 0.26527)
C (0.61499, 0.70572, -1.27940)
H (-1.12407, -1.52583, 0.22704)
H (-1.50124, -0.14673, 1.57255)
H (-2.09506, 0.12016, -0.14122)
H (0.93243, -1.52464, 0.23441)
H (1.63502, -0.11317, 1.26977)
O (1.76181, 0.09714, -0.95044)
O (0.28342, 1.19072, -2.26805)
F (-0.29668, 1.65128, 0.72948)


(3)
Below is C49H57BrCoN5O3P as an isolated structure, with properties calculated with wB97M-V/def2-TZVPD.

## Properties
**Kohn-Sham gap (spin up / spin down)**: 6.62 / 6.63 eV
**Multiplicity**: 2
**Strongest force on any atom**: 0.57 eV/A
**Expectation value of S²**: 0.766
**LUMO energy (spin up / spin down)**: 0.480 / 0.482 eV

Geometry (Å):
Co (0.36893, 0.21297, 0.08786)
C (-5.08553, -4.91902, -2.89254)
O (-4.56998, -3.79630, -2.19771)
C (-5.23435, -2.61127, -2.34069)
C (-6.48644, -2.47845, -2.90883)
C (-7.07051, -1.21856, -3.01362)
C (-6.38886, -0.10699, -2.56157)
C (-5.12430, -0.23476, -1.99385)
C (-4.53900, -1.48586, -1.86146)
N (-3.27077, -1.74906, -1.32342)
C (-2.38647, -0.86720, -0.72998)
N (-2.96091, 0.03202, 0.06750)
C (-2.39448, 1.12970, 0.75110)
C (-1.02794, 1.34899, 0.89253)
C (-0.72399, 2.45090, 1.71898)
C (-1.67158, 3.26132, 2.30916)
C (-3.03012, 3.02400, 2.12048)
C (-3.37995, 1.94760, 1.33965)
O (-4.68045, 1.56234, 1.09791)
C (-5.70685, 2.42685, 1.54165)
N (-1.09618, -0.98140, -0.89286)
C (-0.74505, -1.95958, -1.87648)
C (-0.92666, -1.63155, -3.22358)
C (-0.58723, -2.48928, -4.24967)
C (-0.04495, -3.73154, -3.93433)
C (0.11942, -4.08845, -2.61245)
C (-0.23907, -3.22823, -1.56809)
O (-0.00174, -3.74946, -0.33585)
C (-0.54185, -3.18081, 0.85332)
H (-4.33788, -5.70165, -2.79971)
H (-5.24660, -4.68142, -3.94645)
H (-6.02088, -5.26648, -2.44805)
H (-7.01152, -3.34891, -3.27516)
H (-8.05232, -1.11953, -3.45611)
H (-6.82723, 0.87768, -2.65406)
H (-4.59685, 0.65146, -1.67184)
H (-2.86842, -2.61248, -1.65473)
H (-3.95190, -0.07942, 0.21465)
H (0.30518, 2.68577, 1.92627)
H (-1.35831, 4.09222, 2.93040)
H (-3.77710, 3.65325, 2.58183)
H (-6.63474, 2.03870, 1.12905)
H (-5.53949, 3.44566, 1.18428)
H (-5.77625, 2.43387, 2.63249)
H (-1.33603, -0.65016, -3.43915)
H (-0.73581, -2.19295, -5.27959)
H (0.24357, -4.42208, -4.71628)
H (0.52955, -5.05209, -2.33833)
H (-0.31155, -3.89485, 1.64058)
H (-1.62542, -3.05744, 0.77891)
H (-0.07805, -2.22653, 1.09406)
C (2.76066, 2.05416, -3.39349)
C (3.06916, 2.26105, -1.90768)
C (4.24607, 1.39746, -1.45847)
P (1.57462, 2.13315, -0.77957)
C (0.63678, 3.61128, -1.46019)
C (-0.70723, 3.14853, -2.02798)
C (0.44805, 4.81907, -0.54242)
C (2.37618, 2.55663, 0.78740)
C (3.13839, 3.71733, 0.94965)
C (3.77297, 4.04668, 2.13072)
C (4.59484, 5.29867, 2.27740)
C (3.60564, 3.15420, 3.19606)
C (2.88358, 1.99168, 3.06953)
C (2.26663, 1.61920, 1.84622)
N (1.53645, 0.47198, 1.71208)
C (1.75474, -0.52815, 2.68328)
C (3.03047, -1.10607, 2.88168)
C (4.24445, -0.64855, 2.11676)
C (3.18498, -2.15606, 3.78040)
C (2.12154, -2.67478, 4.50581)
C (2.30218, -3.83765, 5.44405)
C (0.87992, -2.08403, 4.32194)
C (0.68227, -1.01947, 3.44770)
C (-0.67944, -0.38705, 3.37119)
H (3.54983, 2.50009, -4.00342)
H (1.81582, 2.50468, -3.70378)
H (2.72814, 0.99704, -3.64934)
H (3.37277, 3.30721, -1.78359)
H (4.00616, 0.33398, -1.48184)
H (4.55791, 1.65117, -0.44587)
H (5.09770, 1.55422, -2.12611)
H (1.25209, 3.94608, -2.30095)
H (-1.40101, 2.90149, -1.22339)
H (-0.60208, 2.25845, -2.65462)
H (-1.15016, 3.94269, -2.63480)
H (0.02384, 4.54067, 0.41780)
H (-0.24202, 5.52141, -1.01845)
H (1.38103, 5.34848, -0.35873)
H (3.23698, 4.40011, 0.11128)
H (4.47028, 5.95155, 1.41253)
H (5.66067, 5.07585, 2.37098)
H (4.30432, 5.86583, 3.16427)
H (4.05500, 3.38752, 4.15678)
H (2.76911, 1.34020, 3.92677)
H (3.97694, -0.24093, 1.14374)
H (4.93782, -1.47918, 1.97188)
H (4.77429, 0.14272, 2.65246)
H (4.17393, -2.58793, 3.90570)
H (3.31791, -3.87334, 5.83889)
H (2.11294, -4.78830, 4.93930)
H (1.61381, -3.77403, 6.28751)
H (0.03343, -2.43895, 4.90268)
H (-1.28754, -0.70049, 4.22034)
H (-1.21588, -0.65974, 2.45693)
H (-0.60805, 0.69988, 3.36194)
Br (4.52610, -4.03627, -3.07320)
C (3.40099, -2.85341, -2.13347)
C (3.21565, -3.00265, -0.77501)
C (2.36148, -2.11822, -0.13429)
N (1.73255, -1.12667, -0.76172)
C (1.91972, -1.01385, -2.08016)
C (2.74168, -1.84453, -2.81310)
H (3.70219, -3.78890, -0.21669)
H (2.16314, -2.22137, 0.92132)
H (1.37702, -0.21447, -2.56025)
H (2.85451, -1.70890, -3.87868)


(4)
Below is C2H2N2O3 in the gas phase, with properties calculated with wB97M-V/def2-TZVPD.

## Properties
**Kohn-Sham gap (spin up / spin down)**: 9.57 / 8.90 eV
**Multiplicity**: 3
**Strongest force on any atom**: 5.33 eV/A
**Expectation value of S²**: 2.007
**LUMO energy (spin up / spin down)**: 0.470 / -2.134 eV
**ΔE to the lowest compared entry with this formula, charge and spin**: 0.000 eV

Geometry (Å):
C (-0.76224, -0.27013, 2.08733)
C (0.14393, -0.08663, -0.25839)
N (0.07561, -0.07213, 1.23038)
N (1.54713, 0.07052, -0.79481)
O (-1.53243, -0.19587, 2.99025)
O (-0.83510, 0.57107, -0.95221)
O (1.62242, 0.40755, -1.95803)
H (-0.35366, 0.78193, -1.77527)
H (0.09433, -1.20631, -0.56926)


Energy across the listed records, respectively: -95787.760; -11039.328; -182290.216; -11224.612 eV.
M across the listed records, respectively: 842.24; 104.08; 933.84; 102.05 g mol⁻¹.